{
  "formula": "C32H35AsBiN6O2",
  "method": "ωB97M-V with the def2-TZVPD basis set",
  "symbols": ["Bi", "C", "O", "C", "C", "C", "C", "C", "C", "C", "N", "C", "C", "N", "C", "C", "C", "C", "N", "C", "C", "N", "C", "C", "C", "C", "H", "H", "H", "H", "H", "H", "H", "H", "H", "H", "H", "H", "H", "H", "N", "C", "O", "C", "C", "C", "N", "C", "C", "H", "H", "H", "H", "H", "H", "C", "C", "As", "C", "C", "C", "C", "H", "H", "H", "H", "H", "H", "H", "H", "H", "H", "H", "H", "H", "H", "H"],
  "coordinates": [[-1.358, -1.137, -2.202], [9.112, -1.349, 7.030], [7.699, -1.328, 7.072], [6.959, -1.300, 5.985], [7.432, -1.301, 4.653], [6.549, -1.267, 3.600], [5.157, -1.225, 3.820], [4.689, -1.228, 5.157], [5.561, -1.263, 6.205], [4.175, -1.173, 2.785], [2.868, -1.135, 3.032], [2.253, -1.068, 1.851], [3.206, -1.065, 0.798], [4.412, -1.135, 1.425], [2.818, -0.980, -0.550], [3.683, -0.975, -1.657], [3.169, -0.880, -2.932], [1.786, -0.798, -3.102], [0.940, -0.802, -2.087], [1.403, -0.898, -0.808], [0.453, -0.907, 0.232], [-0.886, -0.829, -0.073], [-1.787, -0.757, 0.918], [-1.443, -0.812, 2.250], [-0.105, -0.958, 2.603], [0.856, -0.982, 1.598], [9.440, -1.357, 8.068], [9.513, -0.462, 6.534], [9.488, -2.244, 6.529], [8.495, -1.324, 4.466], [6.950, -1.279, 2.596], [3.625, -1.205, 5.329], [5.216, -1.256, 7.227], [5.322, -1.164, 0.995], [4.748, -1.055, -1.505], [3.814, -0.870, -3.795], [1.354, -0.731, -4.090], [-2.816, -0.648, 0.616], [-2.207, -0.748, 3.005], [0.204, -1.043, 3.633], [-8.974, -1.228, -1.925], [-8.064, -1.101, -2.899], [-8.313, -0.911, -4.063], [-6.603, -1.188, -2.471], [-6.113, -1.530, -1.215], [-4.741, -1.540, -1.011], [-3.861, -1.225, -1.960], [-4.331, -0.972, -3.189], [-5.673, -0.934, -3.481], [-9.951, -1.206, -2.177], [-8.746, -1.386, -0.961], [-6.760, -1.797, -0.395], [-4.341, -1.829, -0.050], [-3.591, -0.824, -3.970], [-6.045, -0.720, -4.473], [0.202, 2.735, -0.923], [-0.411, 2.727, -2.318], [-1.953, 1.473, -2.505], [-3.252, 2.058, -1.107], [-3.643, 3.534, -1.172], [-2.731, 1.907, -4.310], [-2.852, 3.387, -4.668], [1.033, 3.437, -0.890], [0.578, 1.753, -0.640], [-0.523, 3.059, -0.179], [0.328, 2.447, -3.072], [-0.776, 3.728, -2.567], [-2.778, 1.830, -0.148], [-4.140, 1.430, -1.212], [-2.769, 4.182, -1.253], [-4.176, 3.807, -0.263], [-4.308, 3.728, -2.011], [-3.716, 1.436, -4.346], [-2.082, 1.408, -5.038], [-3.567, 3.908, -4.035], [-3.214, 3.461, -5.693], [-1.891, 3.899, -4.620]],
  "total_energy_ev": -113442.8725,
  "homo_lumo_gap_ev": 4.2,
  "lumo_energy_ev": -9.6,
  "homo_ha": -0.506,
  "total_charge": 3
}